Below is a structure of composition C47H51BCsGeN6S5Sb2Se, with properties calculated with wB97M-V/def2-TZVPD.

Each line ends with the Löwdin spin population.
CARTESIAN COORDINATES (ANGSTROEM)
C -3.735 -0.178 -3.667  0.00
H 3.526 3.137 -0.623  0.00
C -3.644 -1.050 -0.427  0.00
H -5.255 -3.599 1.952  0.00
H -3.193 -0.303 -1.072  0.01
H 6.868 0.450 -0.525  0.00
H 6.488 -0.712 1.709  0.00
N 4.678 -1.774 0.906  0.00
S 0.758 3.002 -2.539  0.29
C -2.753 -3.684 -2.769  0.00
C -3.488 -3.036 0.871  0.00
H -0.464 -5.400 -1.110  0.00
H -2.927 -3.891 1.234  0.00
C -5.558 -1.804 0.816  0.00
B 5.294 -0.519 1.586  0.00
C -0.664 -4.285 -4.483  0.00
H 4.734 -0.316 2.632  0.00
C 5.433 2.072 -1.089  0.00
N -1.331 -0.678 -4.267  0.00
H -0.932 -0.030 4.053  0.00
C 0.359 -4.664 2.578  0.00
H 4.502 -4.317 -1.122  0.00
C -0.419 -3.879 0.405  0.00
H -1.164 -1.563 -3.799  0.00
H 1.145 5.258 -0.549  0.00
C 2.846 1.272 3.989  0.00
H -3.928 -1.085 -3.111  0.00
C 0.197 4.175 5.313  0.00
C -3.005 -4.319 -3.980  0.00
C -0.234 1.893 4.664  0.00
H -0.497 4.921 0.008  0.00
H -0.498 4.823 2.928  0.00
H 1.632 -1.097 5.364  0.00
H 2.744 4.151 3.540  0.00
H 0.161 -4.490 -5.154  0.00
H 2.456 5.557 2.487  0.00
H -2.158 -5.106 -5.794  0.00
C -0.426 -3.643 -3.273  0.00
H -0.220 -2.653 2.154  0.00
H -0.967 1.178 2.766  0.00
N 4.075 1.547 0.634  0.00
C -0.368 -0.024 -4.953  0.00
H 2.366 -2.214 4.181  0.00
H 0.922 -6.735 2.709  0.00
H 0.292 5.219 5.037  0.00
Se 1.321 -0.643 -5.291  0.00
C 0.249 2.461 6.980  0.00
C -2.493 0.067 -4.225  0.00
C -0.200 2.178 -6.094  0.00
C 4.353 -3.513 -0.420  0.00
H -4.023 -4.578 -4.251  0.00
C 1.524 -1.552 4.379  0.00
C -3.198 2.210 -5.121  0.00
C 0.394 3.796 6.632  0.00
C -3.029 4.905 -2.891  0.02
H -3.585 -3.460 -2.109  0.00
C 0.242 -6.196 0.742  0.00
H 0.593 -3.352 -3.030  0.00
C 5.280 -2.596 0.030  0.00
H 0.601 -2.128 4.339  0.00
H 0.384 -7.191 0.335  0.00
S -1.388 4.829 -3.403  -0.01
C 4.246 2.359 -0.406  0.00
H -0.156 0.484 6.267  0.00
H 0.863 2.064 -5.892  0.00
C 0.528 5.091 0.331  0.00
H -1.254 3.289 2.483  0.00
S -3.377 3.782 -1.640  -0.02
H 3.418 0.645 4.670  0.00
H -2.996 3.122 -5.665  0.00
H -6.587 -1.677 1.132  0.00
C -0.363 3.740 2.925  0.00
H 3.679 4.330 2.051  0.00
H 0.566 5.963 0.985  0.00
H -5.214 2.722 -4.652  0.00
H 2.298 2.022 4.559  0.00
C -2.872 -2.131 0.005  0.00
S -1.567 1.908 -0.265  0.28
C -2.226 1.240 -4.933  0.00
H 0.603 -4.449 3.611  0.00
N 3.384 -2.117 1.057  0.00
H -5.531 -0.030 -0.397  0.00
H 0.650 4.538 7.379  0.00
Sb 1.207 3.368 1.437  0.02
C -0.825 3.509 -2.390  0.14
H -0.534 3.153 -5.746  0.00
H 5.835 2.553 -1.964  0.00
H -5.681 0.656 -3.398  0.00
C 3.179 -3.162 0.263  0.00
Ge -0.980 -2.285 -0.703  0.00
H 3.528 1.746 3.288  0.00
C -1.961 -4.622 -4.844  0.00
C -0.236 -5.176 -0.074  0.00
Sb 1.513 -0.007 2.876  0.00
N 5.138 0.721 0.639  0.00
H -0.375 2.085 -7.168  0.00
H 6.321 -2.463 -0.216  0.00
C -0.130 3.254 4.318  0.00
C -1.458 -3.319 -2.384  0.00
C -4.704 0.800 -3.839  0.00
C 2.704 4.496 2.508  0.01
N -0.911 1.152 -5.367  0.00
H 0.384 2.142 8.007  0.00
S -4.139 5.937 -3.548  0.09
C -0.063 1.532 6.002  0.00
Cs 1.246 0.326 -0.633  0.01
C -0.108 -3.655 1.750  0.00
H 2.207 -3.627 0.226  0.00
C -4.441 1.972 -4.553  0.00
C -4.968 -0.886 -0.042  0.00
C 5.965 1.016 -0.377  0.00
C -0.415 0.838 3.641  0.00
C -4.808 -2.877 1.276  0.00
C 0.541 -5.945 2.073  0.00
C -1.796 3.031 -1.476  0.13

Calculated values
**Orbital gap (spin up / spin down)**: 5.824 / 4.756 eV
**Charge**: -2
**Spin multiplicity**: 2
**Energy above the lowest of the compared OMol25 structures with the same formula, charge and spin**: 0.000 eV